117
Properties=species:S:1:pos:R:3:mulliken_charge:R:1 method="wB97M-V/def2-TZVPD" total_charge=+1 e_tot_ha=-5238.15324
C 0.26441 3.51778 -0.89117 -0.865
C 1.89808 3.30679 -0.93899 0.373
Cl 2.52285 1.69132 -0.18166 -0.145
C 2.88056 4.25369 -1.55030 -0.036
Cl 2.20211 5.82973 -2.34549 -0.124
S 4.73403 4.02741 -1.65397 0.164
C 5.41585 5.55589 -2.57043 -0.717
C 5.43299 6.90314 -1.63167 -0.199
C 5.92520 8.21047 -2.55136 0.155
F 6.71631 8.04202 -3.80922 -0.270
C 5.46702 9.55139 -2.01927 0.267
F 6.39042 10.32434 -1.14656 -0.189
F 4.08934 10.07338 -2.35048 -0.185
C 5.58406 4.06533 0.00899 -0.495
C 4.62270 4.41170 1.28896 0.628
C 5.58950 4.23595 2.64227 -1.149
C 4.06289 5.95321 1.34586 -0.987
H -0.33732 2.69287 -1.50896 0.276
H -0.10719 4.55007 -1.30213 0.411
H -0.12796 3.44491 0.22679 0.216
H 4.87448 5.69900 -3.60841 0.470
H 6.55930 5.30641 -2.80611 0.454
H 6.19825 6.86108 -0.73309 0.276
H 4.39615 7.20979 -1.18371 0.187
H 6.48845 4.81768 -0.02663 0.410
H 6.07038 2.98571 0.16359 0.296
H 3.71900 3.68673 1.44943 -0.004
H 6.56928 4.90170 2.49661 0.323
H 5.00493 4.53533 3.62426 0.331
H 5.99810 3.11893 2.72404 0.290
H 4.90826 6.76159 1.50309 0.251
H 3.36004 6.16746 0.42990 0.151
H 3.38359 6.01911 2.32581 0.422
C 6.53125 -3.08015 0.39117 -0.775
C 6.66096 -1.76946 0.60564 0.296
C 5.60289 -0.80867 0.18732 1.079
O 5.74172 0.38798 0.41486 -0.482
C 4.41662 -1.34520 -0.49787 -0.790
C 4.28870 -2.65554 -0.71533 0.207
C 5.33389 -3.61860 -0.27238 0.795
O 5.17954 -4.81913 -0.47002 -0.592
O 3.17771 -3.16626 -1.36113 -0.574
O 7.78474 -1.25571 1.22636 -0.595
H 7.29151 -3.78995 0.69202 0.459
H 3.66355 -0.63412 -0.81250 0.365
H 3.31962 -4.13743 -1.39576 0.356
H 7.63999 -0.28528 1.26635 0.318
C -3.11897 0.05977 -1.03821 -0.866
C -4.09828 -0.73239 -0.59759 0.382
C -3.99608 -1.43333 0.71232 1.064
O -4.92031 -2.13975 1.09935 -0.664
C -2.76624 -1.24894 1.49852 -1.026
C -1.78559 -0.45949 1.05610 0.264
C -1.89980 0.26286 -0.24055 0.688
O -0.98950 0.99601 -0.61203 -0.529
O -0.62594 -0.28387 1.78862 -0.613
O -5.24603 -0.93021 -1.34301 -0.547
H -3.18106 0.57706 -1.98735 0.504
H -2.69744 -1.77822 2.44025 0.731
H -0.07356 0.33164 1.25898 0.205
H -5.80087 -1.54089 -0.81056 0.388
C -8.94933 1.91241 0.48962 -0.978
C -9.22855 2.85013 1.39706 0.324
C -8.35539 3.06175 2.58468 0.844
O -8.62717 3.94382 3.39159 -0.599
C -7.18521 2.18447 2.74483 -0.699
C -6.90811 1.24454 1.83908 0.090
C -7.76574 1.05155 0.63768 1.115
O -7.47507 0.19143 -0.18686 -0.461
O -5.81151 0.41482 1.98479 -0.450
O -10.34072 3.66130 1.26600 -0.568
H -9.57412 1.74927 -0.37948 0.367
H -6.56909 2.33719 3.62165 0.467
H -5.82654 -0.17733 1.20144 0.230
H -10.32225 4.25736 2.04616 0.346
C 11.11667 -7.22672 -1.31671 -0.818
C 10.33574 -6.14826 -1.22840 0.303
C 8.93077 -6.24796 -0.74493 0.786
O 8.24336 -5.23669 -0.65660 -0.523
C 8.41633 -7.58038 -0.39192 -0.874
C 9.19635 -8.65919 -0.48360 0.420
C 10.60929 -8.55527 -0.94067 0.824
O 11.30724 -9.56217 -0.99707 -0.597
O 8.71847 -9.91479 -0.15605 -0.559
O 10.80483 -4.89660 -1.58257 -0.580
H 12.14041 -7.16832 -1.66436 0.420
H 7.38812 -7.64113 -0.05903 0.478
H 9.47170 -10.52736 -0.30407 0.351
H 10.05349 -4.28332 -1.42879 0.328
C -10.00935 0.09111 -5.71175 -0.880
C -10.28857 1.02883 -4.80431 0.293
C -9.41542 1.24045 -3.61668 0.966
O -9.68720 2.12253 -2.80977 -0.627
C -8.24523 0.36317 -3.45653 -0.588
C -7.96814 -0.57676 -4.36228 0.267
C -8.82576 -0.76975 -5.56368 0.792
O -8.53509 -1.62986 -6.38822 -0.612
O -6.87154 -1.40648 -4.21657 -0.502
O -11.40075 1.84000 -4.93537 -0.564
H -10.63414 -0.07203 -6.58085 0.424
H -7.62912 0.51589 -2.57971 0.357
H -6.88656 -1.99863 -4.99992 0.340
H -11.38228 2.43606 -4.15520 0.347
C -5.33356 -4.17694 3.41671 -0.770
C -6.31287 -4.96910 3.85734 0.291
C -6.21067 -5.67004 5.16725 0.729
O -7.13490 -6.37646 5.55428 -0.605
C -4.98083 -5.48565 5.95344 -0.833
C -4.00018 -4.69620 5.51103 0.218
C -4.11439 -3.97384 4.21438 0.950
O -3.20409 -3.24070 3.84289 -0.615
O -2.84053 -4.52058 6.24354 -0.595
O -7.46062 -5.16692 3.11191 -0.571
H -5.39565 -3.65964 2.46757 0.650
H -4.91203 -6.01493 6.89518 0.423
H -2.28815 -3.90507 5.71391 0.343
H -8.01546 -5.77760 3.64437 0.350

101
Properties=species:S:1:pos:R:3:mulliken_charge:R:1 method="wB97M-V/def2-TZVPD" total_charge=-2 e_tot_ha=-7259.77164
Cs -0.37973 0.26997 0.46209 2.390
N 0.78543 0.75167 3.93981 -0.474
C 1.70641 0.86579 2.92690 -0.273
S 3.06568 -0.16636 2.91040 -0.328
N 1.57906 1.92911 2.16341 -1.243
N 1.78751 2.06882 0.89843 1.195
C 2.20932 3.20581 0.43545 -1.565
C 2.16692 3.48954 -0.97528 1.370
C 2.66151 4.71921 -1.45633 -1.073
C 2.52901 5.03424 -2.79003 -0.124
C 1.91604 4.12373 -3.64604 -1.058
C 1.49752 2.91930 -3.09940 0.025
N 1.61711 2.59688 -1.82078 0.069
H 0.92339 -0.06916 4.50399 0.223
H -0.18515 0.89133 3.63101 0.490
H 2.54938 3.99858 1.10258 0.217
H 3.13668 5.40623 -0.76652 0.366
H 2.89518 5.98150 -3.16961 0.392
H 1.76806 4.34538 -4.69437 0.380
H 1.04071 2.15564 -3.72592 0.397
O -5.15973 0.02921 -2.96334 -1.022
C -4.26041 -0.49209 -3.70552 0.647
C -4.54205 -0.80302 -5.07585 -0.615
C -3.60544 -1.33844 -5.92367 -0.376
C -2.30706 -1.62057 -5.47813 -0.625
C -1.99707 -1.34688 -4.16410 -0.181
C -2.91927 -0.80221 -3.26767 -0.536
C -2.44553 -0.54701 -1.89417 0.390
O -1.30936 -0.86906 -1.49113 -0.759
N -3.34345 0.08248 -1.10682 0.346
N -3.05341 0.48648 0.16095 -0.962
C -3.93444 1.20783 0.74177 -0.388
C -3.83034 1.73145 2.08360 0.833
C -4.90233 2.49557 2.56033 -0.653
C -4.93998 3.01630 3.83660 -0.682
C -3.85583 2.76377 4.68626 -0.384
C -2.78176 2.02766 4.25188 -0.759
C -2.69355 1.48057 2.93177 0.512
O -1.67593 0.80710 2.56603 -1.015
H -4.27219 0.23714 -1.55634 0.539
H -5.54300 -0.57483 -5.42541 0.355
H -3.86848 -1.54058 -6.95812 0.317
H -1.56064 -2.03552 -6.14497 0.441
H -1.00424 -1.54644 -3.78406 0.169
H -4.86203 1.45441 0.20748 0.246
H -5.73867 2.67453 1.88954 0.286
H -5.78247 3.60484 4.17868 0.347
H -3.86436 3.14931 5.70099 0.359
H -1.93722 1.85024 4.90922 0.266
C 1.72833 -2.57660 -0.13743 0.298
C 1.28380 -2.61732 -1.60642 -1.036
As 1.46695 -0.89179 -2.56863 0.355
C 3.37182 -0.65698 -2.13904 0.170
C 4.44937 -1.28120 -2.76448 -0.253
C 5.74180 -1.08511 -2.29786 -0.705
C 5.97150 -0.28575 -1.18497 -0.683
C 4.90381 0.33067 -0.54768 -0.392
C 3.61747 0.15802 -1.03600 -0.422
C 1.77024 -1.70881 -4.34879 0.092
C 1.34653 -2.97949 -4.72597 -0.179
C 1.60595 -3.47338 -5.99855 -0.745
C 2.28690 -2.69828 -6.92463 -0.462
C 2.68383 -1.41370 -6.57651 -0.541
C 2.41780 -0.92677 -5.30716 -0.425
As 3.62609 -3.05490 0.10629 0.508
C 3.53649 -3.79077 1.92924 0.401
C 4.46148 -3.31354 2.85257 -0.369
C 4.47747 -3.78895 4.15549 -0.576
C 3.56062 -4.74945 4.55425 -0.391
C 2.63232 -5.23293 3.64290 -0.783
C 2.62645 -4.75863 2.34003 -0.287
C 3.58878 -4.83462 -0.77089 0.314
C 2.44415 -5.58038 -1.04167 0.364
C 2.52784 -6.84480 -1.60796 -0.936
C 3.76575 -7.38954 -1.91865 -0.434
C 4.91547 -6.65238 -1.67228 -0.626
C 4.82238 -5.38719 -1.11072 -0.816
H 1.12825 -3.24199 0.48712 0.924
H 1.60317 -1.57076 0.27008 -1.591
H 0.22594 -2.87974 -1.67597 0.586
H 1.85516 -3.36470 -2.15807 0.821
H 4.28711 -1.92478 -3.62183 0.352
H 6.57038 -1.57282 -2.80026 0.385
H 6.98268 -0.14661 -0.81974 0.352
H 5.05808 0.94195 0.33291 0.455
H 2.78677 0.67944 -0.56953 0.657
H 0.79075 -3.59865 -4.03186 0.312
H 1.27442 -4.46937 -6.26738 0.365
H 2.49934 -3.08953 -7.91245 0.345
H 3.20107 -0.79268 -7.29887 0.369
H 2.72862 0.07804 -5.03750 0.375
H 5.15490 -2.53770 2.54872 0.355
H 5.19421 -3.39544 4.86594 0.358
H 3.55690 -5.10817 5.57685 0.355
H 1.91021 -5.98203 3.94731 0.370
H 1.90330 -5.15531 1.63701 0.236
H 1.46479 -5.17086 -0.82140 0.221
H 1.62252 -7.40600 -1.80828 0.391
H 3.83331 -8.37998 -2.35271 0.368
H 5.88592 -7.06381 -1.92518 0.380
H 5.72194 -4.80759 -0.92886 0.345